(1)
DFT (the ωB97M-V functional and the def2-TZVPD basis) results for a cluster of 2 separate species, C4H9Cl3P in total.

```
! RIJCOSX wB97M-V def2-TZVPD def2/J DEFGRID3
* xyz 1 1
C 2.19549 0.07725 0.42391
C -0.50435 1.22221 -0.34575
C 1.01763 -0.86338 0.31699
C -0.24689 -0.11344 0.06725
P -2.37909 -1.53445 -2.17185
Cl -2.55968 -2.96403 -0.73894
Cl -4.37269 -1.34227 -2.73300
Cl -1.48322 -2.58182 -3.61930
H 3.15523 -0.51310 0.26638
H 2.15279 0.74725 -0.53941
H 2.21296 0.73089 1.39514
H 0.40509 1.69941 -0.67252
H -1.33497 1.23657 -1.07654
H -0.97739 1.88321 0.51373
H 0.86718 -1.63424 1.06773
H 1.05942 -1.25251 -0.68828
H -1.07008 -0.88122 0.03682
*
```

Calculated values
HOMO-LUMO gap = 0.256 Ha
LUMO energy = -6.5 eV

Atomic partial charges in e from the Löwdin method, atoms 1 to 5: C -0.095; C -0.023; C -0.200; C 0.019; P -0.289

---

(2)
DFT (the ωB97M-V functional and the def2-TZVPD basis) results for a cluster of 2 separate species, C4H9ClN2 in total.

```
! RIJCOSX wB97M-V def2-TZVPD def2/J DEFGRID3
* xyz 0 1
C -1.03327 0.48386 0.28057
C -1.32075 1.12126 1.48264
C -1.28953 -0.44244 -1.84097
C 2.41666 -0.30447 -0.06784
N -1.65519 0.28695 -0.71461
N 1.04968 -0.82897 0.14588
Cl 0.96939 -1.50810 1.72611
H -2.22765 0.62498 2.05434
H -1.29436 2.19491 1.41784
H -0.44236 0.78525 2.25332
H -0.27060 -0.76081 -1.60295
H -1.43140 0.18700 -2.80916
H -1.89047 -1.40627 -1.96397
H 3.15331 -1.11095 -0.41558
H 2.39380 0.41370 -0.81886
H 2.87274 0.26410 0.87324
*
```

Calculated values
HOMO-LUMO gap (alpha / beta) = 0.246 / 0.286 Ha
LUMO energy (alpha / beta) = -0.3 / -0.1 eV

Atomic partial charges in e from the Löwdin method, atoms 1 to 5: C -0.187; C -0.091; C -0.124; C -0.293; N 0.034

---

(3)
DFT (the ωB97M-V functional and the def2-TZVPD basis) results for a structure of composition C4H9ClN2.

```
! RIJCOSX wB97M-V def2-TZVPD def2/J DEFGRID3
* xyz 0 1
C 1.49479 -0.54443 0.12781
C 2.09959 -1.87927 -0.07283
C 1.24001 1.91741 0.18757
C -3.17038 0.16744 -0.11996
N 1.80187 0.62896 0.06802
N -2.42028 -0.87948 0.41534
Cl -0.81854 -1.10759 -0.03478
H 3.19022 -1.80405 -0.13140
H 1.90477 -2.43772 -0.93169
H 1.74830 -2.54496 0.81981
H 1.06008 2.38835 -0.86853
H 2.03677 2.46276 0.78006
H 0.23784 1.97977 0.66931
H -3.02424 1.18835 0.38887
H -3.04909 0.39361 -1.31313
H -4.33169 0.07085 0.01552
*
```

Calculated values
HOMO-LUMO gap (alpha / beta) = 0.321 / 0.223 Ha
LUMO energy (alpha / beta) = 0.3 / -0.3 eV

Atomic partial charges in e from the Löwdin method, atoms 1 to 5: C -0.330; C -0.116; C -0.138; C -0.348; N -0.031

---

(4)
DFT (the ωB97M-V functional and the def2-TZVPD basis) results for a structure of composition C4H9ClN2O.

```
! RIJCOSX wB97M-V def2-TZVPD def2/J DEFGRID3
* xyz 0 1
C 0.71689 0.30924 -0.68451
C 0.43043 -1.02410 0.00028
C -0.57247 -0.36013 0.80057
C 0.06998 0.92498 0.49244
H 2.54663 1.32437 0.12003
H 2.44221 1.14432 -1.75548
H 0.31026 0.27644 -1.64600
H -0.19673 -1.70962 -0.74576
H 1.83006 -2.27548 1.02056
H 2.34145 -1.27122 -0.34497
H -0.84913 -0.67197 1.86638
H 0.77195 1.11994 1.44738
H -1.35057 1.98209 1.10147
N 2.17574 0.51712 -0.76174
N 1.74821 -1.36307 0.72841
O -0.57235 2.07919 0.36646
Cl -2.03552 -0.57240 -0.43616
*
```

Calculated values
HOMO-LUMO gap = 0.365 Ha
LUMO energy = 0.6 eV

Atomic partial charges in e from the Löwdin method, atoms 1 to 5: C -0.376; C -0.449; C -0.458; C -0.545; H 0.196

---

(5)
DFT (the ωB97M-V functional and the def2-TZVPD basis) results for a cluster of 2 separate species, C4H9ClN2O2 in total.

```
! RIJCOSX wB97M-V def2-TZVPD def2/J DEFGRID3
* xyz 0 1
C 0.59160 0.73040 -0.69833
C 2.74717 0.86375 0.18566
C 1.02136 -0.53968 1.34524
C -2.70127 -0.77611 -1.34221
N 1.38028 0.24582 0.13889
N -1.81358 -0.45916 0.83947
O 0.45553 1.46544 -1.62382
O -2.34634 -1.35984 -0.08224
Cl -2.84648 0.93756 1.14668
H 3.13526 0.94937 1.12780
H 3.40966 0.23334 -0.22571
H 2.80893 1.78468 -0.40490
H 0.86440 -1.55584 1.16305
H 1.77515 -0.54557 2.00424
H 0.02885 -0.08286 1.77226
H -3.80599 -0.45955 -1.49843
H -2.57748 -1.45029 -2.18435
H -2.12707 0.01851 -1.66328
*
```

Calculated values
HOMO-LUMO gap (alpha / beta) = 0.368 / 0.228 Ha
LUMO energy (alpha / beta) = 0.6 / -0.6 eV

Atomic partial charges in e from the Löwdin method, atoms 1 to 5: C -0.326; C 0.009; C -0.021; C -0.144; N -0.121

---

(6)
DFT (the ωB97M-V functional and the def2-TZVPD basis) results for an isolated molecule of C4H9ClN2S.

```
! RIJCOSX wB97M-V def2-TZVPD def2/J DEFGRID3
* xyz 0 1
C -1.24942 1.26147 0.10975
C -0.88537 -0.14664 0.54018
C -1.67782 -1.07264 -0.43555
Cl -3.33205 -1.07977 0.02791
N 0.55012 -0.46229 0.53358
C 1.37200 0.25443 -0.19523
N 2.75061 0.16725 -0.25462
S 3.55470 -1.23553 0.04104
H -1.26327 1.29363 -0.96372
H -0.77465 2.12408 0.64437
H -2.28284 1.06725 0.25224
H -1.46484 -0.17518 1.59288
H -1.46521 -2.19205 -0.41549
H -1.73238 -0.89281 -1.45408
H 1.16035 1.21457 -0.99778
H 3.24539 1.00085 -0.37654
H 3.49468 -1.12660 1.35105
*
```

Calculated values
HOMO-LUMO gap = 0.371 Ha
LUMO energy = 0.7 eV

Atomic partial charges in e from the Löwdin method, atoms 1 to 5: C -0.132; C -0.476; C -0.602; Cl 0.620; N 0.065

---

(7)
DFT (the ωB97M-V functional and the def2-TZVPD basis) results for a cluster of 2 separate species, C4H9ClNO in total.

```
! RIJCOSX wB97M-V def2-TZVPD def2/J DEFGRID3
* xyz 1 1
C -2.93389 0.78678 1.00871
C 1.34539 -1.19452 0.41503
C 0.31204 -0.46427 -1.56294
C 1.41019 1.16111 -0.08661
N 0.99810 -0.01257 -0.35501
O -1.93885 0.27693 0.58377
Cl -3.04472 1.28663 2.74988
H 1.21374 -0.94654 1.42765
H 0.74387 -2.02270 0.17841
H 2.37866 -1.44916 0.46120
H -0.71753 -0.85997 -1.35002
H 0.10142 0.44048 -2.09892
H 1.12100 -1.23622 -1.97288
H 1.78652 1.30479 0.84974
H 1.11160 1.89328 -0.83175
H -3.88754 1.03595 0.58375
*
```

Calculated values
HOMO-LUMO gap = 0.359 Ha
LUMO energy = -4.8 eV

Atomic partial charges in e from the Löwdin method, atoms 1 to 5: C -0.587; C 0.001; C 0.003; C 0.218; N -0.203

---

(8)
DFT (the ωB97M-V functional and the def2-TZVPD basis) results for the ion C4H9ClNO with charge +1.

```
! RIJCOSX wB97M-V def2-TZVPD def2/J DEFGRID3
* xyz 1 3
C -1.55617 -0.45862 -0.11427
C 0.27344 0.68699 -1.29943
C 0.42029 1.01079 1.17561
C -0.02141 0.00699 0.07652
N 0.65104 -1.38100 0.18162
O -1.73808 -1.65014 -0.25107
Cl -2.75548 0.70008 0.02892
H -0.61591 1.41995 -1.55536
H 0.33956 -0.07289 -2.06355
H 1.26244 1.24540 -1.17832
H 1.43117 1.34166 0.95332
H 0.40807 0.55392 2.19199
H -0.34293 1.85443 1.22014
H 1.01492 -1.61590 -0.73550
H -0.16484 -1.99103 0.39929
H 1.39389 -1.65062 0.97007
*
```

Calculated values
HOMO-LUMO gap (alpha / beta) = 0.263 / 0.273 Ha
LUMO energy (alpha / beta) = -3.7 / -8.3 eV

Atomic partial charges in e from the Löwdin method, atoms 1 to 5: C -0.880; C -0.032; C -0.021; C -0.449; N 0.222

---

In order of appearance, largest force on an atom = 3.50; 6.48; 4.40; 7.02; 5.33; 3.89; 3.98; 7.01 eV/Å.
In order of appearance, relative energy (zero: lowest compared OMol25 entry of this formula, charge and spin) = 0.0; 111.3; 127.6; 123.8; 142.6; 45.0; 42.5; 6.9 kcal per mole.